{
  "formula": "C2",
  "method": "the ωB97M-V functional and the def2-TZVPD basis",
  "multiplicity": 2,
  "de_lowest_kj_mol": 252.4,
  "charge": 1,
  "homo_energy_ha": [-0.633, -0.638],
  "e_lumo_ev": [-10.593, -9.939],
  "gap_ev": [6.634, 7.428],
  "species": ["C", "C"],
  "xyz": [[1.07, 0.41, 0.23], [-1.07, -0.41, -0.23]]
}

{
  "formula": "C20H10BrCl7CuNO3S",
  "method": "the ωB97M-V functional and the def2-TZVPD basis",
  "multiplicity": 2,
  "charge": -1,
  "homo_energy_ha": [-0.223, -0.224],
  "e_lumo_ev": [2.501, 1.735],
  "gap_ev": [8.575, 7.838],
  "species": ["Cu", "Cl", "C", "Cl", "H", "H", "Cl", "C", "C", "C", "Cl", "C", "Cl", "C", "Cl", "C", "Cl", "O", "C", "N", "S", "O", "O", "C", "C", "C", "C", "C", "C", "H", "H", "H", "H", "Br", "C", "C", "C", "C", "C", "C", "H", "H", "H", "H"],
  "xyz": [[-0.85, -0.70, -0.08], [-2.90, 1.83, -0.43], [-4.46, 1.14, -0.03], [-4.36, -0.59, 0.38], [-5.12, 1.23, -0.89], [-4.87, 1.65, 0.83], [-0.56, -3.74, 0.32], [-1.02, -2.90, 1.79], [-1.25, -1.54, 1.69], [-1.63, -0.91, 2.86], [-1.99, 0.80, 2.80], [-1.77, -1.58, 4.07], [-2.27, -0.75, 5.51], [-1.51, -2.94, 4.12], [-1.68, -3.80, 5.62], [-1.13, -3.62, 2.97], [-0.82, -5.32, 3.02], [0.09, 2.57, -0.35], [0.93, 1.78, 0.04], [0.71, 0.48, 0.40], [2.06, -0.32, 0.84], [2.34, -1.36, -0.12], [2.04, -0.68, 2.23], [3.14, 1.05, 0.59], [4.51, 1.11, 0.78], [5.12, 2.33, 0.52], [4.38, 3.43, 0.09], [3.01, 3.34, -0.09], [2.40, 2.13, 0.17], [5.07, 0.25, 1.12], [6.19, 2.43, 0.65], [4.89, 4.36, -0.11], [2.41, 4.18, -0.43], [-1.21, -0.36, -6.69], [-1.08, -0.44, -4.79], [-2.12, -0.99, -4.06], [-2.02, -1.03, -2.67], [-0.90, -0.54, -1.99], [0.13, -0.01, -2.77], [0.05, 0.05, -4.16], [-3.00, -1.38, -4.57], [-2.85, -1.47, -2.12], [1.03, 0.36, -2.30], [0.86, 0.46, -4.74]]
}

{
  "formula": "C20H11Br4CaN5O2",
  "method": "the ωB97M-V functional and the def2-TZVPD basis",
  "multiplicity": 1,
  "de_lowest_kj_mol": 0.0,
  "homo_energy_ha": -0.230,
  "e_lumo_ev": -1.067,
  "gap_ev": 5.184,
  "species": ["Ca", "N", "C", "N", "C", "N", "N", "C", "C", "C", "C", "C", "C", "N", "C", "C", "C", "C", "C", "C", "H", "H", "H", "H", "H", "H", "H", "H", "H", "H", "H", "Br", "C", "C", "Br", "C", "Br", "C", "O", "C", "O", "C", "Br"],
  "xyz": [[-0.91, -0.83, -1.32], [3.66, -0.33, -0.98], [2.43, -0.75, -1.31], [1.39, 0.01, -1.44], [1.52, 1.38, -1.13], [0.51, 2.16, -1.05], [-0.71, 1.59, -1.31], [-1.65, 1.94, -0.52], [-3.01, 1.38, -0.65], [-4.07, 2.06, -0.07], [-5.34, 1.54, -0.20], [-5.51, 0.35, -0.90], [-4.39, -0.28, -1.41], [-3.16, 0.22, -1.30], [2.86, 1.91, -0.87], [3.10, 3.27, -0.68], [4.38, 3.72, -0.40], [5.43, 2.81, -0.31], [5.21, 1.46, -0.49], [3.92, 1.02, -0.78], [4.39, -1.01, -0.87], [2.31, -1.82, -1.48], [-1.47, 2.65, 0.29], [-3.89, 2.97, 0.48], [-6.19, 2.04, 0.23], [-6.48, -0.10, -1.02], [-4.47, -1.23, -1.92], [2.27, 3.96, -0.74], [4.56, 4.77, -0.25], [6.43, 3.16, -0.08], [6.02, 0.75, -0.42], [-0.70, -6.42, 3.07], [-0.74, -4.66, 2.39], [-0.77, -3.57, 3.25], [-0.78, -3.82, 5.12], [-0.79, -2.28, 2.71], [-0.83, -0.74, 3.82], [-0.78, -2.04, 1.34], [-0.79, -0.82, 0.83], [-0.76, -3.16, 0.45], [-0.76, -2.95, -0.85], [-0.74, -4.44, 1.00], [-0.69, -5.88, -0.22]]
}

{
  "formula": "C20H11Cl4O3",
  "method": "the ωB97M-V functional and the def2-TZVPD basis",
  "multiplicity": 1,
  "de_lowest_kj_mol": 2.1,
  "charge": -1,
  "homo_energy_ha": -0.124,
  "e_lumo_ev": 0.987,
  "gap_ev": 4.350,
  "species": ["Cl", "C", "C", "Cl", "C", "O", "C", "O", "C", "Cl", "C", "Cl", "C", "C", "C", "C", "C", "C", "C", "C", "C", "C", "C", "C", "O", "C", "C", "H", "H", "H", "H", "H", "H", "H", "H", "H", "H", "H"],
  "xyz": [[2.56, -3.57, -0.35], [1.72, -2.39, 0.59], [2.41, -1.57, 1.45], [4.07, -1.24, 1.23], [1.76, -0.88, 2.55], [2.28, 0.03, 3.19], [0.32, -1.37, 2.90], [-0.21, -1.04, 3.96], [-0.35, -2.18, 1.89], [-1.95, -2.63, 2.20], [0.30, -2.52, 0.72], [-0.60, -3.17, -0.59], [5.82, -0.25, -2.04], [5.00, 0.75, -1.50], [3.62, 0.59, -1.45], [3.01, -0.62, -1.90], [1.63, -0.91, -1.69], [0.64, 0.10, -1.41], [-0.70, -0.05, -2.10], [-1.73, 0.84, -1.77], [-3.00, 0.72, -2.36], [-3.26, -0.32, -3.26], [-2.24, -1.20, -3.61], [-0.97, -1.05, -3.05], [0.82, 1.03, -0.59], [3.85, -1.58, -2.53], [5.23, -1.41, -2.59], [6.90, -0.13, -2.08], [5.45, 1.68, -1.14], [2.98, 1.37, -1.03], [1.29, -1.88, -2.03], [-1.54, 1.64, -1.05], [-3.77, 1.44, -2.11], [-4.25, -0.43, -3.71], [-2.41, -2.02, -4.31], [-0.17, -1.73, -3.35], [3.37, -2.45, -2.99], [5.84, -2.16, -3.09]]
}

| no. | E (hartree) |
| --- | --- |
| 1 | -75.3329 |
| 2 | -8882.7196 |
| 3 | -12166.7947 |
| 4 | -2835.2279 |